1.
{"formula": "C14H22B3N3O5Sr", "method": "ωB97M-V/def2-TZVPD", "elements": ["N", "C", "N", "N", "C", "C", "C", "C", "B", "O", "B", "C", "C", "C", "O", "O", "O", "B", "C", "C", "C", "C", "C", "C", "O", "H", "H", "H", "H", "H", "H", "H", "H", "H", "H", "H", "H", "H", "H", "H", "H", "H", "H", "H", "H", "H", "H", "Sr"], "xyz": [[5.476, -0.640, 0.840], [4.358, 0.038, 0.937], [4.278, 1.318, 0.214], [3.189, -0.403, 1.746], [2.679, -1.729, 1.277], [1.400, -1.616, 0.277], [1.851, -1.471, -1.287], [1.840, 0.076, -1.789], [0.424, 0.452, -2.468], [-0.458, -0.496, -3.174], [-1.651, -0.510, -2.345], [-2.222, -1.829, -1.575], [-3.382, -1.337, -0.524], [-3.871, -2.680, 0.228], [-4.087, -3.753, -0.384], [-4.065, -2.654, 1.642], [-2.349, 0.795, -2.188], [-1.302, 1.636, -1.545], [-1.405, 2.255, -0.073], [-0.080, 2.804, 0.561], [-0.158, 3.368, 2.010], [-1.539, 3.375, 2.742], [-2.846, 2.802, 2.081], [-2.784, 2.238, 0.639], [-0.106, 1.823, -2.366], [5.403, -1.520, 1.386], [4.337, 1.112, -0.792], [3.390, 1.810, 0.416], [3.448, -0.433, 2.742], [3.485, -2.353, 0.727], [2.421, -2.338, 2.218], [0.701, -0.768, 0.598], [0.860, -2.629, 0.363], [1.117, -2.077, -1.917], [2.933, -1.820, -1.347], [2.732, 0.346, -2.448], [1.917, 0.715, -0.828], [-2.613, -2.660, -2.265], [-1.375, -2.293, -0.935], [-2.970, -0.602, 0.257], [-4.315, -0.912, -1.061], [-3.299, -2.198, 2.074], [0.881, 2.736, -0.047], [0.803, 3.765, 2.483], [-1.586, 3.816, 3.796], [-3.847, 2.789, 2.646], [-3.666, 1.783, 0.076], [-3.948, -0.132, -3.621]], "forces_ev_per_angstrom": [[-2.8, 1.1, 0.4], [2.1, -0.5, -0.2], [-1.2, -1.8, 0.7], [0.7, 0.1, -1.0], [-0.5, -0.7, 0.1], [0.7, -0.8, -0.3], [0.1, 0.8, 0.8], [-0.8, -0.4, 0.9], [1.0, 1.9, -0.9], [-2.1, 0.6, 3.4], [3.0, -0.1, -0.5], [-1.0, 0.9, 0.3], [0.4, -1.6, 0.3], [-0.8, -3.3, -0.1], [0.7, 4.7, 1.9], [1.4, 0.6, -2.6], [1.1, -1.7, 0.3], [1.9, 2.5, 0.2], [-0.3, 0.2, 1.3], [-3.7, 0.0, 2.5], [-2.9, -1.4, -2.3], [0.3, -1.3, -3.1], [2.7, -0.2, -2.0], [3.6, 1.5, 2.5], [-1.8, -3.4, 1.8], [0.0, 0.7, -0.4], [0.3, 0.4, 0.7], [0.8, -0.6, -0.1], [0.0, -0.1, -0.8], [-1.2, 1.0, 0.8], [0.0, 0.9, -1.5], [0.9, -1.1, -0.3], [0.6, 1.5, 0.0], [1.4, 0.6, 0.6], [-1.7, 0.0, -0.2], [-1.2, -0.4, 0.7], [0.0, -0.8, -1.7], [0.5, 0.9, 1.1], [-1.1, 0.7, -1.3], [-0.7, -0.8, -1.5], [1.2, -0.5, 1.0], [-0.9, -0.2, -0.4], [-1.5, 0.3, 1.0], [-1.8, -0.6, -0.6], [0.0, -0.8, -1.7], [1.9, 0.2, -0.9], [1.2, 0.9, 1.1], [-0.7, 0.1, -0.2]], "nbo_charge": [-0.6360, 0.5426, -0.8174, -0.7213, -0.2238, -0.4317, -0.4045, -0.8407, 1.2166, -0.8763, 1.0669, -0.8628, -0.4996, 0.7734, -0.5179, -0.6646, -1.0762, 1.1455, -0.5017, -0.1204, -0.2026, -0.1366, -0.2139, -0.1861, -0.8738, 0.3404, 0.3838, 0.3615, 0.3996, 0.2004, 0.2202, 0.1979, 0.2099, 0.2032, 0.2457, 0.2917, 0.2580, 0.2907, 0.3457, 0.2749, 0.1481, 0.4978, 0.2484, 0.2642, 0.2610, 0.2567, 0.2060, 1.9571], "total_charge": 2, "molar_mass_g_mol": 432.4, "de_lowest_kj_mol": 690.7, "multiplicity": 1, "e_tot_ev": -32431.670, "homo_lumo_gap_ev": 4.27}


2.
{"formula": "C14H22Cl2NO5", "method": "ωB97M-V/def2-TZVPD", "elements": ["C", "C", "O", "O", "C", "O", "C", "C", "C", "Cl", "C", "C", "Cl", "C", "C", "C", "O", "N", "H", "H", "H", "H", "H", "H", "H", "H", "H", "H", "H", "H", "H", "H", "H", "C", "C", "C", "O", "H", "H", "H", "H", "H", "H", "H"], "xyz": [[2.797, 0.444, 1.070], [1.630, -0.271, 0.530], [1.614, -1.356, 0.035], [0.372, 0.403, 0.652], [-0.356, 0.405, -0.496], [0.080, 0.842, -1.520], [-1.754, -0.158, -0.424], [-2.249, -0.960, 0.786], [-2.670, -0.154, 2.056], [-1.361, 0.039, 3.259], [-3.268, 1.257, 1.867], [-2.271, 2.371, 1.502], [-4.656, 1.261, 0.715], [-3.488, -1.819, 0.383], [-3.340, -3.058, 1.268], [-1.840, -3.220, 1.397], [-1.231, -4.231, 1.643], [-1.232, -1.975, 1.151], [3.232, -0.185, 1.850], [2.541, 1.417, 1.487], [3.566, 0.552, 0.252], [-2.427, 0.671, -0.647], [-1.806, -0.820, -1.293], [-3.407, -0.749, 2.594], [-3.726, 1.505, 2.823], [-2.257, 3.125, 2.288], [-1.261, 1.996, 1.363], [-2.581, 2.873, 0.585], [-4.450, -1.356, 0.595], [-3.441, -2.048, -0.683], [-3.722, -2.855, 2.274], [-3.819, -3.936, 0.840], [-0.534, -2.145, 0.426], [3.056, 0.967, -2.539], [4.464, 1.562, -2.363], [5.425, 0.904, -3.374], [4.886, 1.395, -1.078], [3.060, -0.102, -2.310], [2.380, 1.467, -1.855], [2.654, 1.100, -3.556], [4.379, 2.634, -2.690], [5.494, -0.167, -3.169], [6.423, 1.339, -3.279], [5.094, 1.038, -4.416]], "forces_ev_per_angstrom": [[0.2, 0.1, 0.1], [0.0, -0.1, -0.1], [-0.1, -0.1, -0.1], [0.3, 0.0, 0.0], [0.1, 0.1, -0.3], [-0.4, -0.1, 0.1], [-0.3, 0.1, 0.1], [0.3, -0.2, -0.1], [0.0, 0.2, -0.2], [0.0, 0.0, 0.1], [0.4, 0.1, 0.4], [-0.3, 0.1, -0.2], [-0.2, -0.1, 0.0], [-0.2, 0.0, 0.6], [0.1, 0.2, -0.2], [0.2, 0.1, 0.0], [-0.2, 0.0, -0.1], [-0.8, -0.7, -0.7], [0.1, 0.0, -0.1], [0.0, -0.1, -0.2], [-0.2, 0.3, 0.1], [-0.1, -0.1, 0.0], [0.0, 0.1, 0.0], [0.0, 0.0, -0.1], [0.0, -0.1, -0.1], [0.1, -0.1, 0.0], [0.0, 0.0, 0.1], [0.0, -0.1, 0.0], [0.2, 0.3, -0.2], [0.0, -0.2, 0.1], [-0.2, -0.2, -0.1], [0.1, -0.1, 0.3], [0.6, 0.6, 0.5], [0.1, 0.2, -0.5], [0.1, -0.6, 0.4], [0.0, 0.1, -0.2], [-0.2, 0.1, 0.0], [0.1, -0.1, 0.1], [-0.1, 0.0, 0.1], [0.0, 0.0, 0.0], [0.1, 0.0, 0.1], [0.0, 0.0, 0.1], [0.0, 0.0, 0.1], [0.0, 0.0, 0.1]], "nbo_charge": [-0.7888, 0.8448, -0.5741, -0.5868, 0.8116, -0.5250, -0.5460, 0.1095, -0.1923, -0.0241, -0.1884, -0.6531, -0.0837, -0.4067, -0.5254, 0.6928, -0.5673, -0.6531, 0.2354, 0.2250, 0.3704, 0.2564, 0.2507, 0.2142, 0.2235, 0.2263, 0.2457, 0.2280, 0.2268, 0.2137, 0.2229, 0.2404, 0.4273, -0.6336, 0.1290, -0.6308, -0.9667, 0.1851, 0.1990, 0.1668, 0.0653, 0.1843, 0.1898, 0.1614], "total_charge": -1, "molar_mass_g_mol": 355.2, "multiplicity": 1, "e_tot_ev": -51648.263, "homo_lumo_gap_ev": 4.88}


3.
{"formula": "C14H22IMoN2O6Si", "method": "ωB97M-V/def2-TZVPD", "elements": ["Mo", "O", "C", "C", "N", "C", "C", "O", "O", "C", "C", "O", "O", "H", "H", "H", "H", "H", "H", "H", "H", "H", "I", "C", "C", "C", "C", "N", "C", "H", "H", "H", "H", "C", "Si", "C", "C", "O", "H", "H", "H", "H", "H", "H", "H", "H", "H"], "xyz": [[-0.244, -0.173, -0.498], [1.485, 0.674, -1.488], [2.016, -0.073, -2.632], [1.939, -1.528, -2.235], [0.563, -1.845, -1.809], [-0.384, -1.907, -2.959], [-0.954, -0.530, -3.314], [-1.250, -0.254, -4.444], [-1.133, 0.253, -2.269], [0.473, -3.072, -0.996], [-0.787, -3.008, -0.132], [-1.281, -3.958, 0.389], [-1.251, -1.754, 0.001], [1.250, 1.574, -1.777], [1.418, 0.159, -3.512], [3.045, 0.242, -2.792], [2.258, -2.159, -3.070], [2.608, -1.717, -1.394], [0.091, -2.361, -3.830], [-1.231, -2.530, -2.670], [0.464, -3.978, -1.604], [1.329, -3.121, -0.319], [5.022, 0.011, 2.581], [3.008, -0.468, 2.562], [2.370, -0.986, 3.682], [1.020, -1.283, 3.605], [0.348, -1.067, 2.417], [0.963, -0.571, 1.332], [2.268, -0.269, 1.410], [2.919, -1.150, 4.600], [0.485, -1.684, 4.454], [-0.703, -1.299, 2.313], [2.725, 0.155, 0.527], [-1.556, 4.063, -0.147], [-1.969, 2.560, 0.866], [-3.682, 1.909, 0.560], [-1.597, 2.792, 2.675], [-0.912, 1.334, 0.323], [-2.202, 4.900, 0.127], [-1.699, 3.870, -1.212], [-0.526, 4.387, 0.012], [-4.434, 2.614, 0.919], [-3.848, 0.962, 1.077], [-3.856, 1.749, -0.505], [-2.215, 3.587, 3.096], [-0.553, 3.067, 2.836], [-1.802, 1.883, 3.244]], "forces_ev_per_angstrom": [[-0.4, 0.3, -0.1], [0.0, 0.2, -0.1], [0.0, 0.0, 0.0], [0.0, 0.0, 0.0], [-0.1, 0.1, 0.0], [0.1, 0.0, 0.0], [-0.3, -0.1, -0.1], [0.1, 0.0, 0.0], [0.2, 0.0, 0.3], [0.0, -0.1, 0.0], [-0.1, 0.0, 0.1], [0.1, 0.0, 0.0], [0.1, 0.1, -0.1], [0.1, -0.1, 0.0], [0.0, 0.0, 0.0], [0.0, 0.0, 0.0], [0.0, 0.0, 0.0], [0.0, 0.0, 0.0], [0.0, 0.0, 0.0], [0.0, 0.0, 0.0], [0.0, 0.0, 0.0], [0.0, 0.0, 0.0], [0.1, 0.0, 0.0], [-0.1, 0.0, 0.0], [0.0, 0.0, 0.0], [0.0, 0.0, -0.1], [0.0, 0.0, 0.0], [0.0, 0.0, 0.0], [0.0, 0.0, 0.0], [0.0, 0.0, 0.0], [0.0, 0.0, 0.0], [0.0, 0.0, 0.0], [0.0, 0.0, 0.0], [0.0, 0.0, 0.0], [0.0, -0.1, -0.1], [0.0, 0.1, 0.0], [0.0, 0.0, -0.1], [0.1, -0.2, 0.1], [0.0, 0.0, 0.0], [0.0, 0.0, 0.0], [0.0, 0.0, 0.0], [0.0, 0.0, 0.0], [0.0, 0.0, 0.0], [0.0, 0.0, 0.0], [0.0, 0.0, 0.0], [0.0, 0.0, 0.0], [0.0, 0.0, 0.0]], "lowdin_spin": [1.6616, 0.0182, 0.0022, 0.0030, 0.0036, 0.0041, 0.0089, 0.0150, 0.0617, 0.0029, 0.0067, 0.0194, 0.0397, 0.0012, 0.0008, -0.0003, 0.0001, 0.0006, -0.0001, 0.0001, 0.0002, 0.0001, -0.0011, -0.0014, 0.0106, -0.0004, 0.0116, 0.0150, 0.0117, 0.0005, -0.0001, 0.0005, 0.0005, -0.0003, 0.0099, 0.0016, 0.0027, 0.0882, -0.0001, 0.0001, 0.0001, 0.0002, 0.0001, -0.0001, 0.0004, 0.0000, 0.0000], "total_charge": 1, "s_squared": 2.0097, "molar_mass_g_mol": 565.3, "de_lowest_kj_mol": 25.6, "multiplicity": 3, "e_tot_ev": -47972.550, "homo_lumo_gap_ev": [7.66, 8.73]}